Molecular formula: CHN2OS
Method: DFT, ωB97M-V/def2-TZVPD

ORCA input file:
```
! RIJCOSX wB97M-V def2-TZVPD def2/J DEFGRID3
* xyz -1 1
C -3.1526 -0.2047 -0.0863
N -3.5518 -1.2964 -0.2696
N 0.7996 -0.5412 0.3814
O 1.8584 0.0211 0.4132
S -2.5327 1.3084 0.1498
H -0.0325 0.2362 0.0898
*
```

The calculation puts the energy at -621.62098 a.u. As for the strongest force on any atom: 2.597 eV/Å. As for the relative energy (zero: lowest compared OMol25 entry of this formula, charge and spin): 74.5 kJ/mol. The calculation puts the frontier orbital gap at 0.262 Eh.

Molecular formula: C2H4N2S
Method: DFT, ωB97M-V/def2-TZVPD

ORCA input file:
```
! RIJCOSX wB97M-V def2-TZVPD def2/J DEFGRID3
* xyz 0 1
C 0.0554 -0.0108 -1.0693
C -0.9571 -0.4894 -0.1706
N 0.9223 0.4081 -1.7070
N -1.2098 -1.6755 0.0859
S 1.5452 1.6059 1.4757
H -1.5261 0.2647 0.2456
H -0.8324 -2.4856 -0.4796
H 0.8689 0.5534 1.5315
H 1.1336 1.8293 0.0877
*
```

As for the SMILES: [H]/N=C\C#N.S. The calculation puts the energy at -586.23233 a.u. As for the strongest force on any atom: 3.845 eV/Å. As for the relative energy (zero: lowest compared OMol25 entry of this formula, charge and spin): 162.9 kJ/mol. The calculation puts the frontier orbital gap at 0.343 Eh.

Molecular formula: C20H22BrF8I2N2OP
Method: DFT, ωB97M-V/def2-TZVPD

ORCA input file:
```
! RIJCOSX wB97M-V def2-TZVPD def2/J DEFGRID3
* xyz 0 1
C 6.0832 3.0630 2.6142
C 5.3063 3.9654 1.4503
I 6.4414 3.6276 -0.4420
C 3.7262 3.4880 1.2275
I 3.7516 2.0857 -0.4607
P 2.6336 5.0529 0.8619
Br 2.0791 5.8440 2.9668
C 1.0733 4.6022 -0.1386
C 0.1746 3.3763 0.4710
O 0.1455 3.2851 1.9382
C 0.7838 2.0575 2.4377
C -0.2341 0.7812 2.6392
F -1.5512 1.2162 2.0400
F -0.5135 0.4321 4.0528
C 0.2315 -0.5782 1.8334
F 0.3887 -0.2004 0.4097
F -0.9298 -1.5412 1.8966
C 1.5117 -1.3620 2.4909
F 2.3948 -0.5199 3.3379
F 0.9542 -2.4256 3.4070
C 2.4751 -2.1460 1.4216
F 2.2087 -3.6314 1.4703
F 3.9120 -1.9794 1.8520
H 6.1704 1.9280 2.2544
H 7.2049 3.4297 2.7930
H 5.5222 3.1171 3.6510
H 5.3820 5.1147 1.7342
H 3.3995 3.0060 2.2558
H 0.4239 5.5813 -0.3209
H 1.4507 4.2354 -1.2102
H 0.4587 2.3398 -0.0095
H -0.9501 3.5928 0.1335
H 1.6865 1.6733 1.7968
H 1.2175 2.3174 3.5128
H 2.4227 -1.7534 0.3195
N -0.9267 -4.8469 -2.7737
C -1.9339 -3.9513 -2.6790
C -2.1655 -3.1676 -1.5600
C -1.3160 -3.3119 -0.4681
C -0.2708 -4.2274 -0.5347
C -0.1175 -4.9635 -1.6986
H -2.5711 -3.8778 -3.5555
H -2.9884 -2.4622 -1.5400
H -1.4670 -2.7158 0.4271
H 0.4083 -4.3638 0.2993
H 0.6855 -5.6882 -1.8007
N -4.3329 -1.9862 -4.0799
C -5.2933 -2.8152 -4.5443
C -6.6410 -2.6715 -4.2556
C -7.0299 -1.6160 -3.4376
C -6.0637 -0.7464 -2.9422
C -4.7411 -0.9697 -3.2896
H -4.9395 -3.6251 -5.1756
H -7.3696 -3.3659 -4.6584
H -8.0772 -1.4720 -3.1882
H -6.3343 0.0855 -2.3019
H -3.9504 -0.3165 -2.9312
*
```

The calculation puts the energy at -5269.45297 a.u. As for the strongest force on any atom: 4.887 eV/Å. The calculation puts the frontier orbital gap at 0.283 Eh.

Molecular formula: C10H8O
Method: DFT, ωB97M-V/def2-TZVPD

ORCA input file:
```
! RIJCOSX wB97M-V def2-TZVPD def2/J DEFGRID3
* xyz 0 3
C -2.5280 -0.9796 -0.0048
C -2.5999 0.4070 0.0091
C -1.2945 -1.6260 -0.0132
C -1.4625 1.1970 0.0142
C -0.2083 -0.8053 -0.0130
C -0.2178 0.5691 0.0013
C 1.9488 -0.9413 -0.0024
C 1.0988 1.2227 -0.0011
C 2.6802 -2.0230 0.0107
C 1.3281 2.5352 -0.0142
O 2.1800 0.3622 0.0042
H -3.4366 -1.5643 -0.0058
H -3.5694 0.8829 0.0151
H -1.2135 -2.7008 -0.0207
H -1.5465 2.2732 0.0293
H 3.7604 -1.9759 0.0261
H 2.2322 -2.9974 0.0041
H 2.3295 2.9245 -0.0171
H 0.5191 3.2396 -0.0218
*
```

The calculation puts the energy at -460.83689 a.u. As for the strongest force on any atom: 9.247 eV/Å. As for the relative energy (zero: lowest compared OMol25 entry of this formula, charge and spin): 0.0 kJ/mol. The calculation puts the frontier orbital gap (alpha / beta) at 0.221 / 0.242 Eh.

Molecular formula: C41H37BrCdF5GeN2O3PS2Se
Method: DFT, ωB97M-V/def2-TZVPD

ORCA input file:
```
! RIJCOSX wB97M-V def2-TZVPD def2/J DEFGRID3
* xyz 0 1
Cd -0.3128 -0.5816 1.2540
O -2.9308 0.7661 3.9485
S -2.3101 0.9758 2.6696
O -2.6107 -0.0699 1.6593
O -0.8418 1.1919 2.7193
C -2.9051 2.4668 1.9348
C -3.7781 3.2762 2.6411
C -4.1943 4.4717 2.0786
C -3.7297 4.8428 0.8249
C -2.8477 4.0245 0.1269
C -2.4149 2.8171 0.6620
P -1.2645 1.6749 -0.2748
C -2.3504 1.2602 -1.6934
C -3.0667 0.0673 -1.5966
C -3.9816 -0.2923 -2.5771
C -4.1836 0.5333 -3.6734
C -3.4642 1.7173 -3.7868
C -2.5562 2.0809 -2.8014
C -0.0221 2.8461 -0.9235
C 0.5952 2.6386 -2.1557
C 1.6443 3.4533 -2.5643
C 2.0973 4.4767 -1.7413
C 1.5069 4.6740 -0.4990
C 0.4590 3.8596 -0.0899
H -4.1191 2.9588 3.6193
H -4.8713 5.1202 2.6214
H -4.0566 5.7753 0.3812
H -2.4829 4.3420 -0.8436
H -2.9148 -0.5735 -0.7363
H -4.5396 -1.2174 -2.4837
H -4.8960 0.2569 -4.4417
H -3.6160 2.3644 -4.6432
H -1.9959 3.0024 -2.9079
H 0.2694 1.8244 -2.7900
H 2.1123 3.2802 -3.5267
H 2.9116 5.1146 -2.0636
H 1.8671 5.4595 0.1561
H 0.0109 4.0117 0.8862
Br 6.3106 2.8995 1.5386
C 4.8010 1.8626 2.0081
C 3.5826 2.1245 1.4045
C 2.4898 1.3358 1.7232
C 2.6088 0.3103 2.6509
C 3.8355 0.0592 3.2472
C 4.9383 0.8358 2.9268
N 1.4544 -0.4988 2.8979
C 1.2202 -0.9307 4.0605
C -0.0257 -1.6576 4.4022
C -0.2880 -1.9359 5.7288
C -1.5213 -2.4753 6.0679
C -2.4389 -2.7030 5.0650
C -2.0835 -2.4131 3.7528
N -0.8939 -1.9217 3.4172
H 3.4830 2.9228 0.6798
H 1.5311 1.5310 1.2554
H 3.9500 -0.7782 3.9251
H 5.9034 0.6253 3.3667
H 1.8832 -0.6972 4.8940
H 0.4580 -1.7170 6.4825
H -1.7614 -2.6899 7.1016
H -3.4254 -3.0919 5.2782
H -2.7834 -2.5693 2.9447
F 6.5859 0.0826 -1.8725
C 5.2852 -0.1724 -1.7169
C 4.3805 0.1942 -2.6894
F 4.8162 0.7839 -3.8083
C 3.0333 -0.0494 -2.5081
F 2.2092 0.3113 -3.5022
C 2.5212 -0.6400 -1.3573
S 0.7883 -0.8314 -1.1299
C 3.4765 -1.0646 -0.4370
F 3.1034 -1.7565 0.6497
C 4.8286 -0.8223 -0.5896
F 5.7019 -1.2229 0.3404
C -1.0207 -1.8406 -3.8994
Ge -0.6227 -3.4994 -2.9713
C -1.3661 -4.9181 -4.1047
C 1.2519 -3.9472 -2.7364
C -1.7055 -3.7757 -1.3400
Se -1.3759 -3.0871 0.4530
C 0.3057 -4.0018 0.7561
H -0.2987 -1.6957 -4.7083
H -0.9762 -0.9736 -3.2379
H -2.0221 -1.9145 -4.3307
H -0.8936 -4.8800 -5.0905
H -2.4427 -4.7830 -4.2428
H -1.1928 -5.9112 -3.6822
H 1.7042 -4.0614 -3.7252
H 1.3373 -4.9004 -2.2101
H 1.7975 -3.1788 -2.1873
H -1.7600 -4.8553 -1.1926
H -2.7183 -3.4380 -1.5749
H 1.0281 -3.6557 0.0187
H 0.1505 -5.0749 0.6832
H 0.6448 -3.7380 1.7553
*
```

The calculation puts the energy at -10777.00796 a.u. As for the strongest force on any atom: 0.799 eV/Å. As for the relative energy (zero: lowest compared OMol25 entry of this formula, charge and spin): 0.0 kJ/mol. The calculation puts the frontier orbital gap at 0.245 Eh.

Molecular formula: FH3N2
Method: DFT, ωB97M-V/def2-TZVPD

ORCA input file:
```
! RIJCOSX wB97M-V def2-TZVPD def2/J DEFGRID3
* xyz 0 1
N -0.4053 0.8455 0.1193
N 0.2837 -0.8987 -0.1213
F 1.5205 -0.6929 -0.6216
H -1.2598 0.7083 0.6601
H 0.2086 1.3516 0.7631
H -0.3477 -1.3137 -0.7997
*
```

The calculation puts the energy at -211.00247 a.u. As for the strongest force on any atom: 5.228 eV/Å. As for the relative energy (zero: lowest compared OMol25 entry of this formula, charge and spin): 185.3 kJ/mol. The calculation puts the frontier orbital gap at 0.370 Eh.